[1]
Below is a structure of composition C48H37BrClN7O3S2Ti in a non-equilibrium geometry, with properties calculated with wB97M-V/def2-TZVPD.

Properties
Gap between HOMO and LUMO (spin up / spin down)   0.1886 / 0.2648 hartree
M   987.23 g mol⁻¹
HOMO level (spin up / spin down)   -5.26 / -7.75 eV
<S²>   2.03
Spin multiplicity   3
Energy   -194306.198 eV
Net charge   0

CARTESIAN COORDINATES (ANGSTROEM)
Ti1 0.239 0.730 0.255
Cl1 -0.626 2.320 -6.515
C1 -0.593 2.308 -4.775
C2 -0.049 3.393 -4.091
C3 -0.020 3.402 -2.715
C4 -0.499 2.310 -1.966
O1 -0.453 2.343 -0.653
C5 -1.029 1.210 -2.682
C6 -1.581 0.055 -2.011
N1 -1.216 -0.369 -0.852
C7 -2.051 -1.307 -0.184
C8 -1.545 -2.515 0.216
C9 -2.307 -3.377 1.030
C10 -3.546 -2.996 1.462
C11 -4.087 -1.750 1.070
C12 -5.342 -1.286 1.532
C13 -5.792 -0.064 1.133
C14 -4.989 0.697 0.255
N2 -3.824 0.312 -0.192
C15 -3.359 -0.899 0.210
C16 -1.104 1.239 -4.082
H1 0.346 4.229 -4.653
H2 0.389 4.245 -2.175
H3 -2.362 -0.484 -2.548
H4 -0.541 -2.787 -0.084
H5 -1.886 -4.327 1.330
H6 -4.129 -3.632 2.117
H7 -5.919 -1.905 2.208
H8 -6.735 0.336 1.479
H9 -5.336 1.670 -0.077
H10 -1.540 0.403 -4.616
S1 -4.549 2.936 2.731
C17 -6.042 3.097 3.554
C18 -6.179 2.156 4.526
C19 -5.072 1.269 4.585
C20 -4.106 1.550 3.655
C21 -2.863 0.818 3.405
C22 -2.078 1.117 2.318
N3 -0.945 0.454 1.990
C23 -0.571 -0.606 2.796
C24 -1.303 -0.950 3.954
C25 -0.829 -2.061 4.743
C26 0.255 -2.784 4.383
C27 0.975 -2.474 3.183
C28 2.056 -3.212 2.714
C29 2.683 -2.878 1.514
C30 2.182 -1.767 0.820
N4 1.171 -1.034 1.246
C31 0.541 -1.370 2.413
C32 3.811 -3.633 0.967
C33 4.541 -3.372 -0.162
C34 5.568 -4.324 -0.390
C35 5.608 -5.290 0.565
S2 4.390 -5.059 1.744
C36 -2.453 -0.239 4.265
H11 -6.724 3.888 3.292
H12 -7.040 2.090 5.175
H13 -5.007 0.446 5.280
H14 -2.347 1.907 1.623
H15 -1.381 -2.310 5.641
H16 0.586 -3.621 4.986
H17 2.396 -4.059 3.300
H18 2.608 -1.454 -0.124
H19 4.363 -2.530 -0.813
H20 6.249 -4.284 -1.227
H21 6.283 -6.126 0.638
H22 -3.024 -0.502 5.143
Br1 -0.257 -2.919 -4.019
C37 1.013 -1.507 -4.213
C38 1.448 -1.175 -5.491
C39 2.346 -0.128 -5.591
C40 2.755 0.529 -4.438
C41 2.235 0.113 -3.225
N5 1.375 -0.904 -3.113
C42 2.591 0.857 -1.951
O2 3.616 1.508 -1.887
O3 1.745 0.667 -0.997
H23 1.084 -1.710 -6.354
H24 2.712 0.181 -6.562
H25 3.454 1.352 -4.458
C43 2.088 1.670 2.842
C44 2.821 2.742 3.685
N6 2.723 4.056 3.053
C45 3.286 3.973 1.705
C46 2.513 2.941 0.852
N7 1.454 2.303 1.668
C47 0.529 3.353 2.148
C48 1.313 4.424 2.944
H26 1.307 1.172 3.420
H27 2.773 0.903 2.477
H28 3.878 2.493 3.799
H29 2.391 2.813 4.686
H30 4.338 3.695 1.789
H31 3.245 4.967 1.255
H32 3.165 2.161 0.466
H33 2.028 3.396 -0.013
H34 -0.221 2.870 2.775
H35 0.021 3.768 1.277
H36 0.906 4.535 3.951
H37 1.254 5.398 2.455



[2]
Below is a cluster of 3 separate species, C28H46BN2O4 in total, with properties calculated with wB97M-V/def2-TZVPD.

Properties
Gap between HOMO and LUMO   0.2250 hartree
M   485.50 g mol⁻¹
HOMO level   -4.63 eV
Energy   -41624.013 eV
Net charge   -1

CARTESIAN COORDINATES (ANGSTROEM)
C1 2.084 -2.700 1.217
C2 2.028 -3.863 0.217
C3 2.826 -3.664 -1.094
C4 3.329 -2.246 -1.363
C5 3.881 -2.071 -2.777
C6 4.712 -0.776 -2.929
C7 4.095 0.291 -3.853
C8 3.517 1.501 -3.119
C9 2.238 1.135 -2.329
C10 1.133 2.208 -2.355
C11 -0.201 1.603 -2.816
B1 -0.771 0.393 -1.853
C12 -2.434 0.396 -1.852
C13 -2.922 1.478 -0.877
C14 -3.041 -0.973 -1.509
C15 -2.817 -2.014 -2.615
C16 -3.829 -3.183 -2.580
H1 1.274 -1.985 1.068
H2 3.050 -2.196 1.202
H3 1.950 -3.092 2.230
H4 2.416 -4.756 0.714
H5 0.982 -4.080 -0.003
H6 3.687 -4.341 -1.097
H7 2.205 -3.969 -1.942
H8 2.517 -1.530 -1.199
H9 4.131 -2.008 -0.657
H10 3.049 -2.052 -3.486
H11 4.476 -2.952 -3.042
H12 4.810 -0.337 -1.929
H13 5.729 -1.004 -3.258
H14 3.274 -0.166 -4.411
H15 4.864 0.626 -4.557
H16 4.270 1.928 -2.444
H17 3.282 2.273 -3.855
H18 1.824 0.218 -2.754
H19 2.510 0.939 -1.288
H20 0.982 2.604 -1.343
H21 1.431 3.064 -2.974
H22 -0.042 1.263 -3.852
H23 -0.935 2.423 -2.863
H24 -0.326 -0.701 -2.222
H25 -0.386 0.592 -0.694
H26 -2.814 0.672 -2.850
H27 -2.745 1.168 0.165
H28 -3.988 1.731 -0.978
H29 -2.356 2.397 -1.061
H30 -2.575 -1.311 -0.573
H31 -4.123 -0.882 -1.348
H32 -2.909 -1.499 -3.575
H33 -1.805 -2.404 -2.533
H34 -4.588 -3.040 -1.807
H35 -3.340 -4.142 -2.382
H36 -4.341 -3.301 -3.539
C17 -4.649 1.829 4.979
C18 -5.541 2.686 4.348
C19 -5.977 2.412 3.062
C20 -5.513 1.271 2.434
C21 -4.623 0.406 3.042
C22 -4.187 0.695 4.326
N1 -5.964 0.973 1.063
O1 -6.683 1.788 0.516
O2 -5.568 -0.054 0.566
H37 -4.305 2.051 5.982
H38 -5.894 3.574 4.856
H39 -6.662 3.073 2.552
H40 -4.263 -0.465 2.516
H41 -3.478 0.037 4.810
C23 4.105 2.387 3.392
C24 3.350 2.812 4.479
C25 2.125 2.224 4.745
C26 1.676 1.215 3.910
C27 2.402 0.789 2.815
C28 3.631 1.382 2.563
N2 0.397 0.559 4.219
O3 -0.244 0.992 5.160
O4 0.051 -0.367 3.522
H42 5.063 2.848 3.188
H43 3.717 3.600 5.122
H44 1.530 2.539 5.588
H45 2.026 0.017 2.159
H46 4.211 1.062 1.708



[3]
Below is a cluster of 2 separate species, C11H21NO5S2 in total in a non-equilibrium geometry, with properties calculated with wB97M-V/def2-TZVPD.

Properties
Gap between HOMO and LUMO   0.3534 hartree
M   311.43 g mol⁻¹
Energy relative to the best compared isomer or geometry (same formula, charge and spin)   41.1 kJ/mol
HOMO level   -9.11 eV
Energy   -45144.036 eV
Net charge   0

CARTESIAN COORDINATES (ANGSTROEM)
C1 4.854 2.079 -0.913
C2 5.071 1.032 0.171
O1 5.654 1.345 1.133
O2 4.609 -0.209 -0.066
C3 4.019 -0.829 1.076
C4 3.913 -2.338 0.891
C5 3.124 -2.746 -0.376
C6 1.671 -3.060 -0.025
O3 0.878 -1.845 -0.029
S1 -0.559 -2.057 0.741
O4 -1.021 -3.383 0.407
O5 -1.496 -1.020 -0.136
C7 -2.857 -1.234 0.280
C8 -3.741 -0.069 -0.151
C9 -3.209 1.330 0.235
S2 -2.234 1.368 1.796
H1 4.478 1.659 -1.845
H2 5.830 2.544 -1.052
H3 4.216 2.871 -0.524
H4 4.603 -0.679 1.987
H5 3.027 -0.407 1.269
H6 3.426 -2.729 1.786
H7 4.908 -2.789 0.840
H8 3.535 -3.689 -0.751
H9 3.210 -2.028 -1.192
H10 1.579 -3.514 0.966
H11 1.255 -3.770 -0.741
H12 -3.241 -2.126 -0.218
H13 -2.943 -1.338 1.365
H14 -4.697 -0.219 0.361
H15 -3.953 -0.079 -1.223
H16 -4.084 1.947 0.437
H17 -2.594 1.803 -0.527
H18 -3.236 1.432 2.705
C10 -5.420 4.077 -1.764
C11 -6.153 3.230 -0.821
N1 -6.716 2.569 -0.087
H19 -5.395 3.603 -2.743
H20 -5.910 5.044 -1.849
H21 -4.401 4.223 -1.412



[4]
Below is a cluster of 2 separate species, C9H14O in total in a non-equilibrium geometry, with properties calculated with wB97M-V/def2-TZVPD.

Properties
Gap between HOMO and LUMO   0.3620 hartree
M   138.21 g mol⁻¹
Energy relative to the best compared isomer or geometry (same formula, charge and spin)   237.0 kJ/mol
SMILES string   Cc1ccccc1.CCO
HOMO level   -8.94 eV
Energy   -11605.181 eV
Net charge   0

CARTESIAN COORDINATES (ANGSTROEM)
C1 0.815 2.659 -2.174
C2 0.210 2.096 -0.901
C3 0.997 1.117 -0.264
C4 0.584 0.433 0.943
C5 -0.472 0.976 1.649
C6 -1.059 2.142 1.077
C7 -0.865 2.647 -0.139
H1 1.821 3.200 -1.938
H2 0.177 3.656 -2.616
H3 0.747 2.003 -2.989
H4 1.859 0.662 -0.677
H5 1.162 -0.467 1.274
H6 -0.791 0.587 2.605
H7 -1.698 2.686 1.744
H8 -1.437 3.477 -0.575
C8 -0.099 -3.124 1.262
C9 -0.652 -2.916 -0.156
O1 0.067 -3.229 -1.283
H9 -0.803 -3.221 2.023
H10 0.801 -2.409 1.421
H11 0.393 -4.086 1.261
H12 -1.603 -3.442 -0.448
H13 -1.114 -1.952 -0.161
H14 0.959 -3.495 -0.938



[5]
Below is a cluster of 3 separate species, CH7O3 in total in a non-equilibrium geometry, with properties calculated with wB97M-V/def2-TZVPD.

Properties
Gap between HOMO and LUMO (spin up / spin down)   0.4410 / 0.3048 hartree
M   67.06 g mol⁻¹
Energy relative to the best compared isomer or geometry (same formula, charge and spin)   13.2 kJ/mol
HOMO level (spin up / spin down)   -11.39 / -11.27 eV
<S²>   0.75
Spin multiplicity   2
Energy   -7290.129 eV
Net charge   0

CARTESIAN COORDINATES (ANGSTROEM)
C1 0.560 1.023 0.213
O1 0.212 -0.256 -0.059
H1 0.326 1.648 -0.640
H2 0.054 1.488 1.066
H3 1.647 1.127 0.334
H4 -1.783 0.383 -2.232
H5 -1.907 -0.159 -0.879
O2 -2.453 -0.021 -1.665
H6 1.010 -2.069 1.982
H7 0.848 -1.287 0.712
O3 1.486 -1.876 1.167



[6]
Below is a cluster of 12 separate species, H24O12 in total in a non-equilibrium geometry, with properties calculated with wB97M-V/def2-TZVPD.

Properties
Gap between HOMO and LUMO   0.3805 hartree
M   216.18 g mol⁻¹
Energy relative to the best compared isomer or geometry (same formula, charge and spin)   173.1 kJ/mol
SMILES string   O.O.O.O.O.O.O.O.O.O.O.O
HOMO level   -10.43 eV
Energy   -24959.901 eV
Net charge   0

CARTESIAN COORDINATES (ANGSTROEM)
O1 -1.675 0.659 -2.708
H1 -1.859 1.492 -2.278
H2 -0.736 0.454 -2.780
O2 -0.550 -1.622 2.236
H3 0.097 -2.333 2.160
H4 -0.430 -1.104 1.429
O3 -2.361 -3.406 1.025
H5 -1.839 -3.356 1.829
H6 -1.958 -2.723 0.512
O4 2.043 1.844 -0.039
H7 2.812 1.282 -0.058
H8 1.318 1.257 0.259
O5 -1.442 -1.745 -0.902
H9 -2.015 -1.034 -1.080
H10 -1.185 -2.028 -1.777
O6 -1.285 1.126 3.227
H11 -1.190 0.270 2.776
H12 -1.881 0.953 3.888
O7 0.378 3.291 -1.554
H13 0.860 2.736 -0.882
H14 0.516 2.962 -2.457
O8 1.185 -0.126 -2.397
H15 1.566 0.706 -2.683
H16 1.829 -0.502 -1.896
O9 1.762 -2.205 -0.737
H17 2.693 -2.412 -1.053
H18 1.830 -1.603 -0.018
O10 -1.950 2.490 0.033
H19 -2.084 3.072 0.802
H20 -1.327 2.949 -0.515
O11 2.795 -0.712 1.500
H21 3.061 -1.000 2.345
H22 2.158 -0.066 1.820
O12 -0.046 0.191 0.242
H23 -0.391 -0.545 -0.271
H24 -0.688 0.782 0.003